No. 1
Below is C47H58BF2NO8SeTa as an isolated structure in a non-equilibrium geometry, with properties calculated with ωB97M-V/def2-TZVPD.

As for the HOMO-LUMO gap: 7.82 eV. For the energy, the calculation gives -5165.3429 Ha. The calculation puts the molar mass at 1073.70 g/mol. As for the energy relative to the best compared isomer or geometry (same formula, charge and spin): 282.56 kJ/mol. The charge is +1. For the LUMO energy, the calculation gives -3.2401 eV.

Each line ends with the Mulliken charge.
Cartesian coordinates (Å):
1 Ta -0.32878 -3.26864 -0.41677  2.687
2 C -1.39748 1.59906 0.97163  -0.529
3 O -1.02078 0.55286 0.09573  0.704
4 C -1.62068 0.57996 -1.15797  -1.138
5 C -0.90798 1.18716 -2.20807  0.124
6 C 0.34272 1.98646 -1.95647  -1.611
7 C 1.66372 1.27586 -1.76967  0.260
8 C 2.79982 2.00746 -2.09807  -0.713
9 C 4.08642 1.53046 -1.90127  0.104
10 C 4.21722 0.35136 -1.16887  -0.088
11 C 3.11552 -0.41554 -0.81687  -0.555
12 C 3.22902 -1.63364 0.07063  -0.608
13 C 2.47422 -1.32324 1.34513  0.119
14 C 2.77212 -0.16884 2.05343  -0.710
15 C 2.02322 0.23816 3.15433  -0.040
16 C 0.92932 -0.53634 3.51083  -0.458
17 C 0.61042 -1.71774 2.85083  0.385
18 C -0.64158 -2.45514 3.25333  -1.308
19 C -1.83938 -1.64544 2.80843  -0.170
20 C -2.67748 -1.00004 3.70083  -0.525
21 C -3.78928 -0.27624 3.27313  0.108
22 C -4.06328 -0.26294 1.91103  -0.043
23 C -3.24198 -0.89144 0.98663  -0.800
24 C -3.60818 -0.92944 -0.46767  -1.163
25 C -2.81028 -0.08664 -1.43847  0.684
26 C -3.27148 -0.10724 -2.75467  -0.828
27 C -2.58198 0.46486 -3.80967  0.557
28 C -1.40318 1.13286 -3.50357  -0.570
29 C -3.01318 0.33146 -5.25927  1.933
30 C -4.30518 -0.47274 -5.42617  -2.125
31 C -1.89218 -0.39604 -6.01777  -1.553
32 C -3.23188 1.72576 -5.86097  -1.728
33 C -2.10198 -1.56204 1.43623  -0.147
34 O -1.27688 -2.17054 0.56463  0.518
35 C -4.65558 0.45776 4.28393  1.924
36 C -5.23808 -0.55674 5.27543  -1.732
37 C -3.77878 1.48826 5.00983  -1.617
38 C -5.82268 1.20846 3.63873  -2.126
39 C 1.41322 -2.11604 1.78473  -0.100
40 O 1.17272 -3.34994 1.12173  -0.372
41 C 1.82292 -4.46214 1.76003  -1.049
42 C 2.39742 1.51806 3.88163  1.952
43 C 3.83562 1.40076 4.40743  -1.762
44 C 1.47742 1.81726 5.06763  -2.192
45 C 2.30102 2.68106 2.88263  -1.520
46 C 1.85172 0.00806 -1.23197  -0.383
47 O 0.76582 -0.92794 -1.19607  0.678
48 C 5.24952 2.21186 -2.60017  1.834
49 C 5.12892 1.73436 -4.06047  -1.651
50 C 5.17032 3.74186 -2.57687  -1.711
51 C 6.60932 1.81606 -2.02127  -1.928
52 H -2.47418 1.59586 1.16143  0.131
53 H -1.11238 2.58116 0.57953  0.470
54 H -0.86738 1.40796 1.90333  -0.080
55 H 0.20262 2.59316 -1.05487  0.114
56 H 0.46382 2.67596 -2.79467  0.692
57 H 2.64662 2.96906 -2.56247  0.436
58 H 5.19422 -0.00624 -0.89217  0.483
59 H 4.27792 -1.84614 0.28243  0.778
60 H 2.79752 -2.50354 -0.42767  -0.093
61 H 3.60732 0.42416 1.71703  0.771
62 H 0.28782 -0.22784 4.31923  0.683
63 H -0.66208 -2.57574 4.33693  0.707
64 H -0.70598 -3.44464 2.78553  0.187
65 H -2.46028 -1.07524 4.75653  0.511
66 H -4.94668 0.23466 1.54243  0.615
67 H -4.66218 -0.65964 -0.57407  0.794
68 H -3.49568 -1.96964 -0.80837  0.238
69 H -4.20158 -0.61624 -2.94087  0.740
70 H -0.82688 1.59896 -4.28677  0.556
71 H -4.22428 -1.45474 -4.96467  0.407
72 H -4.49148 -0.62204 -6.48767  0.440
73 H -5.15578 0.05896 -5.00377  0.388
74 H -1.76138 -1.39954 -5.61867  0.285
75 H -0.94618 0.13086 -5.93007  0.312
76 H -2.14618 -0.47214 -7.07227  0.516
77 H -3.97958 2.27196 -5.28927  0.398
78 H -3.58458 1.62766 -6.88487  0.488
79 H -2.31308 2.30566 -5.86817  0.299
80 H -4.45728 -1.07324 5.82543  0.323
81 H -5.82308 -1.30184 4.74073  0.394
82 H -5.88478 -0.04724 5.98543  0.475
83 H -3.00138 1.00936 5.59663  0.355
84 H -4.38548 2.09196 5.67863  0.491
85 H -3.30538 2.14956 4.28663  0.304
86 H -6.49918 0.52896 3.12853  0.402
87 H -5.47238 1.95876 2.93543  0.409
88 H -6.38688 1.71916 4.41453  0.443
89 H 1.26192 -4.78524 2.64093  0.261
90 H 2.83502 -4.17164 2.05333  0.387
91 H 1.86472 -5.27434 1.03353  0.219
92 H 3.92692 0.54426 5.07163  0.425
93 H 4.10052 2.29616 4.96563  0.478
94 H 4.54722 1.28726 3.59453  0.295
95 H 1.50182 1.01286 5.79803  0.417
96 H 0.45222 1.98006 4.74463  0.403
97 H 1.81512 2.72426 5.56293  0.455
98 H 2.93992 2.51336 2.01953  0.290
99 H 2.60672 3.60966 3.35793  0.507
100 H 1.27692 2.79476 2.53183  0.267
101 H 4.21002 2.11886 -4.49817  0.374
102 H 5.10022 0.64706 -4.11337  0.339
103 H 5.97082 2.09246 -4.64787  0.468
104 H 4.24042 4.11046 -2.99507  0.396
105 H 5.98152 4.14296 -3.17877  0.463
106 H 5.27432 4.12126 -1.56417  0.388
107 H 6.79902 0.75006 -2.11457  0.361
108 H 6.67602 2.10406 -0.97357  0.419
109 H 7.39612 2.33896 -2.56047  0.453
110 O -0.94068 -4.93144 0.19063  -0.511
111 O -1.61818 -4.48114 -0.94877  -0.487
112 F -0.95718 -1.96124 -2.31417  -0.814
113 B 0.13342 -1.11404 -2.35267  0.597
114 F 0.59742 -0.87194 -3.55047  -0.085
115 Se 0.21992 -5.91714 -2.23717  0.408
116 C 1.32242 -6.19974 -3.69767  0.169
117 N 1.97722 -6.31274 -4.63137  -0.394
118 O 1.01142 -3.37834 -1.72817  -0.441
119 O 1.29262 -4.74234 -1.35507  -0.386



No. 2
Below is C4H4O2 as an isolated structure in a non-equilibrium geometry, with properties calculated with ωB97M-V/def2-TZVPD.

As for the HOMO-LUMO gap: 8.34 eV. For the energy, the calculation gives -305.1266 Ha. The calculation puts the molar mass at 84.07 g/mol. As for the energy relative to the best compared isomer or geometry (same formula, charge and spin): 401.25 kJ/mol. The charge is 0. For the LUMO energy, the calculation gives -0.7739 eV.

Each line ends with the Mulliken charge.
Cartesian coordinates (Å):
1 O 0.39642 -0.85892 -2.08057  -0.527
2 C -0.11611 -0.73214 -0.99294  0.305
3 C 0.25192 -1.02362 0.41763  -0.767
4 C -0.04399 0.14181 1.02506  -0.018
5 O 1.06434 1.47429 0.23167  -0.364
6 C -0.09137 1.15295 -0.04720  -0.044
7 H 0.71002 -1.93045 0.77952  0.369
8 H -1.20716 -0.56347 -0.83518  0.292
9 H -0.13867 0.52614 2.03664  0.386
10 H -0.82539 1.81340 -0.53463  0.368



No. 3
Below is C38H33NO2P3Pt as an isolated structure in a non-equilibrium geometry, with properties calculated with ωB97M-V/def2-TZVPD.

As for the HOMO-LUMO gap: 7.87 eV. For the energy, the calculation gives -2816.3810 Ha. The calculation puts the molar mass at 823.69 g/mol. As for the energy relative to the best compared isomer or geometry (same formula, charge and spin): 0.00 kJ/mol. The charge is +1. For the LUMO energy, the calculation gives -3.1681 eV.

Each line ends with the Mulliken charge.
Cartesian coordinates (Å):
1 Pt -0.63541 -0.46953 0.30211  1.102
2 N 0.26907 -2.30221 2.42012  0.160
3 P -0.04327 -0.63479 2.44067  -0.184
4 C 1.56047 0.18258 2.49831  0.771
5 C 1.57363 1.57836 2.54873  -0.417
6 C 2.78036 2.25613 2.55790  -0.698
7 C 3.97403 1.54569 2.50989  -0.556
8 C 3.96284 0.16082 2.44680  -0.716
9 C 2.75578 -0.52495 2.43524  -0.350
10 C -0.83700 -0.23981 4.00072  0.568
11 C -1.93003 0.61514 4.05744  0.097
12 C -2.51636 0.91632 5.27976  -0.826
13 C -2.00768 0.36021 6.44239  -0.556
14 C -0.89848 -0.47732 6.39386  -0.799
15 C -0.30371 -0.76869 5.17875  -0.544
16 P 0.04822 -2.74318 0.77763  0.232
17 C -1.62102 -3.44453 0.64039  0.369
18 C -2.32763 -3.27400 -0.54992  -0.281
19 C -3.59924 -3.81197 -0.68908  -0.827
20 C -4.17295 -4.51366 0.36207  -0.589
21 C -3.47187 -4.68737 1.54866  -0.761
22 C -2.19583 -4.16230 1.68479  -0.399
23 C 1.12854 -4.17143 0.55124  0.717
24 C 2.20447 -4.41489 1.40058  -0.306
25 C 2.98168 -5.55116 1.22372  -0.806
26 C 2.70131 -6.43100 0.18950  -0.459
27 C 1.64448 -6.17667 -0.67573  -0.749
28 C 0.85904 -5.05137 -0.49773  -0.599
29 H 0.20759 -2.92105 3.21744  0.381
30 H 0.64244 2.13577 2.58091  0.359
31 H 2.79306 3.33706 2.59980  0.444
32 H 4.91704 2.07623 2.51652  0.398
33 H 4.89411 -0.38806 2.40199  0.448
34 H 2.74432 -1.60384 2.37023  0.289
35 H -2.31063 1.05955 3.15207  0.613
36 H -3.36504 1.58688 5.32199  0.492
37 H -2.46651 0.58891 7.39531  0.410
38 H -0.49123 -0.89144 7.30659  0.436
39 H 0.58505 -1.38998 5.15240  0.436
40 H -1.87727 -2.73092 -1.37434  0.719
41 H -4.14079 -3.68280 -1.61731  0.467
42 H -5.16423 -4.93402 0.25469  0.437
43 H -3.91701 -5.24053 2.36528  0.444
44 H -1.65797 -4.30802 2.61466  0.332
45 H 2.44073 -3.72579 2.20047  0.290
46 H 3.80904 -5.74482 1.89338  0.412
47 H 3.30853 -7.31598 0.05336  0.397
48 H 1.43091 -6.85700 -1.48905  0.412
49 H 0.03106 -4.86497 -1.17128  0.396
50 O -1.57145 -0.63349 -3.65316  -0.657
51 C -1.57557 -0.26502 -2.50939  0.468
52 O -0.54735 -0.40203 -1.69723  -0.801
53 C -2.80819 0.39906 -1.89837  -0.880
54 P -2.56488 0.70171 -0.12718  0.816
55 C -2.21167 2.47698 0.07845  0.402
56 C -2.61657 3.13848 1.23409  -0.418
57 C -2.24538 4.45816 1.44831  -0.673
58 C -1.47276 5.12351 0.50686  -0.596
59 C -1.07204 4.46741 -0.64935  -0.798
60 C -1.43620 3.14657 -0.86466  -0.559
61 C -4.09284 0.33946 0.73547  0.264
62 C -4.09573 -0.47057 1.86527  0.242
63 C -5.28428 -0.72154 2.53640  -1.150
64 C -6.46891 -0.17313 2.06887  -0.594
65 C -6.47466 0.61014 0.92073  -0.694
66 C -5.29164 0.86027 0.24551  -0.487
67 H -3.64747 -0.27877 -2.05900  0.398
68 H -3.02505 1.33309 -2.41695  0.745
69 H -3.24006 2.63270 1.96187  0.287
70 H -2.57044 4.96925 2.34525  0.426
71 H -1.19008 6.15505 0.66993  0.426
72 H -0.47249 4.98300 -1.38787  0.439
73 H -1.09069 2.64161 -1.75947  0.415
74 H -3.17772 -0.93074 2.19579  0.518
75 H -5.28634 -1.35894 3.41139  0.528
76 H -7.39671 -0.36599 2.59157  0.426
77 H -7.40269 1.02487 0.55060  0.451
78 H -5.30268 1.47242 -0.64897  0.448



No. 4
Below is an isolated ion of composition C4H12NO2 and charge +1 in a non-equilibrium geometry, with properties calculated with ωB97M-V/def2-TZVPD.

As for the HOMO-LUMO gap: 11.03 eV. For the energy, the calculation gives -364.5487 Ha. The calculation puts the molar mass at 106.14 g/mol. As for the energy relative to the best compared isomer or geometry (same formula, charge and spin): 227.07 kJ/mol. As for the SMILES: C[C@H](O)[C@H]([NH3+])CO. The charge is +1. For the LUMO energy, the calculation gives -3.6327 eV.

Each line ends with the Mulliken charge.
Cartesian coordinates (Å):
1 C 0.06981 1.72991 -0.54280  -1.450
2 C 0.79105 0.40724 -0.32963  0.665
3 O 1.12933 0.01122 -1.71288  -0.601
4 C -0.05881 -0.75790 0.20144  -0.809
5 N -1.12135 -1.17216 -0.80994  -0.241
6 C -0.60951 -0.33438 1.59013  -0.243
7 O 0.55112 -0.17352 2.43714  -0.475
8 H 0.48966 2.50540 0.09694  0.341
9 H -0.97986 1.87624 -0.29354  0.380
10 H 0.29032 1.96898 -1.60289  0.367
11 H 1.80253 0.41879 0.18679  0.411
12 H 2.02364 0.13759 -2.04158  0.318
13 H 0.53915 -1.66484 0.29960  0.347
14 H -0.64002 -1.27914 -1.70319  0.364
15 H -1.87716 -0.49807 -0.97063  0.345
16 H -1.62384 -2.02530 -0.56236  0.389
17 H -1.10737 -1.18953 2.02684  0.357
18 H -0.99135 0.68081 1.62684  0.226
19 H 1.32267 -0.64136 2.10370  0.309